59
Properties=species:S:1:pos:R:3:forces:R:3 method="wB97M-V/def2-TZVPD" smiles="Cc1ccc(-n2nc3c(=O)n(CCCC(=O)NCc4ccccc4Cl)nc(C)c3c2C)cc1" homo_energy_ev=-8.381 e_above_lowest_kj_mol=0.00 e_tot_ha=-1852.76498 gap_ha=0.3182
C 7.035 -0.625 0.972 0.0 0.0 0.0
C 5.623 -0.162 0.791 -0.1 0.0 -0.1
C 5.162 0.283 -0.440 0.1 0.0 0.1
C 3.855 0.706 -0.608 -0.3 0.0 0.1
C 2.986 0.699 0.475 0.8 -0.3 0.1
N 1.640 1.091 0.366 -0.8 0.4 -0.2
N 0.755 0.466 1.141 -0.5 -0.6 0.6
C -0.419 1.001 0.856 0.8 0.7 -0.7
C -1.694 0.724 1.483 -0.2 0.0 0.2
O -1.907 -0.084 2.377 0.2 -0.1 0.2
N -2.705 1.509 0.974 0.4 -0.5 0.4
C -4.019 1.475 1.593 -0.5 -0.1 0.2
C -5.011 0.515 0.934 0.2 0.0 0.2
C -4.730 -0.963 1.237 0.0 0.1 -0.2
C -3.905 -1.614 0.140 -0.1 -0.1 0.6
O -4.330 -1.743 -0.994 -0.2 0.0 -0.4
N -2.702 -2.079 0.531 0.4 -0.2 0.1
C -1.819 -2.774 -0.382 -0.1 -0.1 -0.1
C -0.882 -1.863 -1.136 0.1 -0.1 0.1
C -1.412 -0.912 -2.003 0.0 0.1 -0.1
C -0.595 -0.104 -2.770 0.0 0.0 0.0
C 0.781 -0.250 -2.698 0.0 -0.1 0.0
C 1.331 -1.176 -1.833 0.0 0.0 0.0
C 0.502 -1.959 -1.044 -0.2 0.1 -0.3
Cl 1.252 -3.075 0.043 0.2 -0.2 0.2
N -2.598 2.405 -0.016 -0.1 0.8 -0.9
C -1.469 2.674 -0.577 -0.2 0.0 0.0
C -1.474 3.693 -1.669 -0.1 0.0 0.1
C -0.285 2.005 -0.142 0.3 -0.6 0.6
C 1.078 2.043 -0.422 -0.4 0.3 0.1
C 1.841 2.985 -1.281 0.0 0.0 -0.1
C 3.431 0.239 1.712 -0.1 0.1 0.0
C 4.734 -0.185 1.862 0.0 0.0 -0.2
H 7.052 -1.672 1.274 0.1 -0.1 0.0
H 7.604 -0.519 0.052 0.1 0.0 0.0
H 7.525 -0.048 1.755 0.1 0.0 0.0
H 5.829 0.290 -1.290 0.1 0.0 -0.1
H 3.517 1.007 -1.585 -0.1 0.0 -0.1
H -3.875 1.199 2.640 0.0 0.1 -0.1
H -4.412 2.493 1.530 0.1 -0.1 0.0
H -6.001 0.777 1.311 0.0 0.0 0.0
H -5.013 0.670 -0.146 -0.1 0.1 0.0
H -5.678 -1.505 1.263 0.1 -0.1 0.0
H -4.238 -1.067 2.203 -0.1 0.0 0.0
H -2.318 -1.776 1.417 -0.2 0.0 0.0
H -2.463 -3.277 -1.112 0.2 0.0 0.1
H -1.256 -3.519 0.181 -0.1 0.1 -0.1
H -2.485 -0.832 -2.082 -0.1 0.0 0.0
H -1.032 0.622 -3.439 -0.1 0.1 -0.1
H 1.426 0.347 -3.326 0.1 0.1 -0.1
H 2.401 -1.302 -1.761 0.1 0.0 0.0
H -0.976 4.604 -1.340 0.1 0.1 0.0
H -0.954 3.312 -2.545 0.1 0.0 -0.1
H -2.501 3.932 -1.928 0.0 0.0 0.0
H 1.330 3.944 -1.306 0.0 0.0 0.0
H 1.912 2.620 -2.305 0.1 0.0 -0.1
H 2.845 3.133 -0.890 0.0 0.1 -0.1
H 2.734 0.211 2.534 0.0 0.0 0.1
H 5.071 -0.541 2.824 0.0 0.0 0.1

---

60
Properties=species:S:1:pos:R:3:forces:R:3 method="wB97M-V/def2-TZVPD" homo_energy_ev="-10.722 / -11.363" e_above_lowest_kj_mol=0.00 s2=0.826 spin_multiplicity=2 charge=+1 e_tot_ha=-3021.14673 gap_ha="0.2880 / 0.3219"
Cr -1.606 -0.178 1.427 0.1 -0.3 -0.4
N -3.215 -0.270 -0.139 0.2 0.1 0.6
C -4.508 -0.304 0.605 0.0 0.3 -0.1
C -4.235 0.217 2.025 0.3 -0.5 -0.1
O -4.896 1.051 2.583 -0.1 0.0 -0.1
O -3.162 -0.391 2.515 -0.2 0.3 0.1
H -3.195 0.551 -0.726 0.1 0.1 -0.1
H -3.125 -1.055 -0.774 0.0 0.0 0.1
H -4.856 -1.331 0.686 0.0 0.0 0.0
H -5.274 0.282 0.103 0.0 0.0 0.0
N -1.446 -2.298 1.577 -0.1 0.0 0.0
H -2.210 -2.756 1.092 0.0 -0.1 0.0
H -1.505 -2.595 2.546 0.0 0.0 0.0
H -0.577 -2.648 1.185 0.0 0.0 0.0
I -0.528 0.752 4.218 0.1 -0.2 -0.1
C -1.436 2.238 3.083 -0.1 0.2 0.1
C -1.669 3.493 3.619 0.1 -0.1 0.0
C -2.235 4.448 2.796 0.0 0.2 0.1
C -2.515 4.133 1.476 0.0 -0.1 -0.1
C -2.251 2.852 1.039 0.0 0.1 0.1
N -1.740 1.906 1.836 -0.2 0.0 -0.3
H -1.412 3.706 4.646 0.0 0.0 0.0
H -2.447 5.437 3.181 0.0 0.0 0.0
H -2.936 4.860 0.797 0.0 0.0 0.0
H -2.435 2.570 0.015 -0.1 -0.1 -0.1
N -0.193 -0.061 0.357 -0.2 0.0 0.0
P 1.016 -0.452 -0.558 0.0 0.1 0.2
C 0.715 -0.114 -2.305 0.1 0.1 -0.1
C -0.349 0.709 -2.659 0.0 0.0 0.0
C -0.547 1.070 -3.985 0.0 0.0 0.0
C 0.319 0.609 -4.963 0.0 0.0 0.0
C 1.379 -0.222 -4.621 0.0 0.0 0.0
C 1.579 -0.580 -3.298 0.0 0.0 0.0
C 1.420 -2.208 -0.484 -0.1 -0.2 0.1
C 2.258 -2.692 0.521 0.0 0.0 0.0
C 2.409 -4.060 0.703 0.0 0.0 0.0
C 1.724 -4.949 -0.115 0.0 0.0 0.0
C 0.885 -4.475 -1.115 0.0 0.0 0.0
C 0.729 -3.108 -1.297 0.0 0.0 0.0
C 2.492 0.449 -0.063 0.1 0.1 -0.1
C 2.364 1.479 0.864 0.0 0.0 0.0
C 3.479 2.216 1.240 0.0 0.0 0.0
C 4.719 1.930 0.690 0.0 0.0 0.0
C 4.853 0.899 -0.233 0.0 0.0 0.0
C 3.744 0.160 -0.609 0.0 0.0 0.0
H -1.008 1.067 -1.878 0.0 0.1 0.0
H -1.373 1.716 -4.255 0.0 0.0 0.0
H 0.172 0.899 -5.996 0.0 0.0 0.0
H 2.047 -0.592 -5.388 0.0 0.0 0.0
H 2.402 -1.237 -3.043 0.0 0.0 0.0
H 2.795 -2.000 1.159 0.0 0.0 0.0
H 3.060 -4.432 1.483 0.0 0.0 0.0
H 1.851 -6.016 0.022 0.0 0.0 0.0
H 0.356 -5.170 -1.755 0.0 0.0 0.0
H 0.076 -2.739 -2.080 0.0 0.0 0.0
H 1.389 1.691 1.284 0.0 0.0 0.0
H 3.379 3.013 1.966 0.0 0.0 0.0
H 5.586 2.509 0.980 0.0 0.0 0.0
H 5.823 0.670 -0.655 0.0 0.0 0.0
H 3.861 -0.650 -1.319 0.0 0.0 0.0

---

64
Properties=species:S:1:pos:R:3:forces:R:3 method="wB97M-V/def2-TZVPD" homo_energy_ev="-4.317 / -4.360" e_above_lowest_kj_mol=2.12 s2=0.757 spin_multiplicity=2 charge=-1 e_tot_ha=-2902.35103 gap_ha="0.2454 / 0.2401"
Ru 0.327 -0.247 0.441 -0.4 -0.1 0.4
C 3.001 -0.119 -1.632 0.0 0.0 0.0
C 3.406 -0.073 -0.193 0.1 0.1 0.0
C 4.796 -0.074 0.082 0.0 0.0 0.0
C 5.239 -0.035 1.360 0.0 0.0 0.0
C 4.303 -0.015 2.414 0.0 0.0 0.0
C 4.732 0.025 3.757 0.0 0.0 0.0
C 3.804 0.026 4.760 0.0 0.0 0.0
C 2.440 -0.030 4.453 0.0 0.0 0.0
C 1.972 -0.075 3.151 0.0 0.0 -0.1
S 0.276 -0.209 2.847 0.0 0.0 -0.2
C 2.926 -0.045 2.084 0.0 0.1 0.1
N 2.498 -0.040 0.765 -0.1 -0.2 -0.1
H 3.887 -0.161 -2.266 0.0 0.0 0.0
H 2.415 0.756 -1.905 0.0 0.0 0.0
H 2.386 -0.997 -1.820 0.0 0.0 0.0
H 5.487 -0.109 -0.749 0.0 0.0 0.0
H 6.298 -0.025 1.591 0.0 0.0 0.0
H 5.795 0.042 3.966 0.0 0.0 0.0
H 4.117 0.058 5.797 0.0 0.0 0.0
H 1.710 -0.061 5.252 0.0 0.0 0.0
F -0.317 -1.418 -4.859 0.0 0.0 0.0
C -0.241 -0.470 -3.900 0.0 0.0 0.0
C -0.036 -0.844 -2.593 0.0 0.0 0.0
C 0.060 0.126 -1.583 0.2 0.1 0.0
C -0.089 1.485 -1.962 0.0 0.0 0.0
C -0.296 1.795 -3.305 0.0 0.0 0.0
F -0.443 3.087 -3.707 0.0 0.0 0.0
C -0.372 0.849 -4.300 0.0 0.0 0.0
C -0.004 2.474 -0.879 -0.1 0.0 0.0
C -0.030 3.863 -1.034 0.0 0.0 0.0
C 0.028 4.680 0.078 0.0 0.0 0.0
C 0.113 4.107 1.335 0.0 0.0 0.0
C 0.152 2.730 1.423 0.1 0.0 0.0
N 0.100 1.927 0.354 0.0 0.2 0.0
H 0.061 -1.899 -2.356 0.0 0.0 0.0
H -0.530 1.127 -5.331 0.0 0.0 0.0
H -0.088 4.291 -2.019 0.0 0.0 0.0
H 0.007 5.756 -0.041 0.0 0.0 0.0
H 0.153 4.704 2.235 0.0 0.0 0.0
H 0.226 2.217 2.374 0.0 0.0 0.0
C -4.437 -1.871 0.675 -0.1 -0.1 -0.1
C -3.799 -1.342 -0.608 0.0 0.0 0.1
C -4.342 0.054 -0.950 0.0 0.0 0.0
C -4.070 -2.305 -1.759 0.0 -0.1 0.0
N -2.348 -1.368 -0.450 -0.1 0.6 -0.2
N -1.797 -0.525 0.545 0.2 0.6 -0.3
H -5.509 -2.021 0.531 0.0 0.1 0.0
H -4.311 -1.170 1.504 0.0 0.0 0.0
H -3.966 -2.814 0.951 -0.1 0.1 0.0
H -5.400 -0.001 -1.216 0.0 0.0 0.0
H -3.796 0.478 -1.798 0.0 0.0 0.0
H -4.261 0.745 -0.106 0.0 0.0 0.0
H -5.143 -2.458 -1.887 0.0 0.0 0.0
H -3.583 -3.260 -1.552 0.0 0.0 0.0
H -3.666 -1.910 -2.696 0.0 0.0 0.0
H -1.867 -1.188 -1.318 -0.1 0.0 0.0
H -1.929 -1.003 1.439 0.0 -0.2 -0.1
H -2.256 0.386 0.562 0.0 0.1 0.0
O -0.251 -4.699 1.591 -0.1 0.0 0.1
S -0.938 -3.645 0.874 0.4 0.0 -0.4
O -1.553 -4.056 -0.377 0.0 -0.3 0.2
O -1.770 -2.786 1.708 0.1 -0.6 0.6
S 0.725 -2.421 0.251 0.1 -0.2 0.1